{
  "formula": "C3H10N4O",
  "method": "ωB97M-V/def2-TZVPD",
  "relative_energy_ev": 2.7145,
  "homo_energy_ev": -8.049,
  "smiles": "[H]/N=N/C=C(N)N.CO",
  "e_tot_ha": -414.51347,
  "lumo_energy_ev": 0.7577,
  "elements": ["C", "C", "N", "N", "N", "C", "O", "N", "H", "H", "H", "H", "H", "H", "H", "H", "H", "H"],
  "positions_angstrom": [[-1.3881, 0.3719, 0.0721], [1.8655, -1.2878, -0.8982], [-1.2624, 0.0266, 1.3553], [-2.3535, -0.2017, -0.6870], [0.8177, 1.4511, 1.3732], [-0.5294, 1.3539, -0.4486], [1.1572, -1.3669, 0.3122], [0.5427, 1.8336, 0.1656], [-0.4184, 0.4637, 1.7924], [-1.6970, -0.8102, 1.7074], [-2.3549, -0.0322, -1.6782], [-2.7971, -1.0443, -0.3633], [1.2384, -0.5122, 0.7712], [1.7040, 1.8821, 1.6492], [-0.6768, 1.7201, -1.4526], [1.5004, -0.4676, -1.5245], [2.9383, -1.1476, -0.7278], [1.7133, -2.2325, -1.4183]],
  "forces_ev_per_angstrom": [[0.1, -0.1, 0.5], [0.2, 0.0, -0.1], [-0.2, 0.0, -0.3], [-0.1, 0.0, 0.0], [0.3, 0.2, -0.4], [-0.4, -0.1, -0.4], [-0.1, 0.1, 0.4], [0.7, 0.2, 0.9], [-0.2, -0.2, 0.1], [0.0, 0.0, 0.0], [0.1, -0.1, 0.1], [0.0, 0.1, -0.1], [0.0, -0.2, -0.1], [-0.3, 0.0, -0.2], [-0.1, -0.1, -0.1], [0.0, 0.0, -0.1], [0.0, 0.0, -0.1], [0.1, 0.0, -0.1]],
  "nbo_charge": [0.4653, -0.2457, -0.7781, -0.7826, -0.6258, -0.2715, -0.7521, -0.1402, 0.4399, 0.3882, 0.4036, 0.3937, 0.4788, 0.3378, 0.1919, 0.1633, 0.1593, 0.1741]
}